1.
ORCA calculation (the ωB97M-V functional and the def2-TZVPD basis) on a molecular structure, C35H25F9N2PTc at a distorted geometry.

The geometry in ORCA input format:
```
! RIJCOSX wB97M-V def2-TZVPD def2/J DEFGRID3
* xyz 3 2
H -0.724 -1.241 -2.411
H 3.656 -4.297 4.136
F 6.248 2.758 3.938
F -3.992 0.547 6.799
F -5.274 -0.051 5.159
C 2.438 -2.734 3.313
H -2.079 -0.633 1.737
F 4.915 4.260 3.123
C -3.545 1.577 -2.185
C 1.807 -1.081 -0.277
C 1.971 0.118 -1.000
H 5.326 1.019 2.509
C 2.016 0.369 2.943
C 2.068 -5.077 2.932
H -1.803 0.419 -2.557
N -1.808 1.100 -0.590
C 0.092 -0.934 -1.776
F 3.167 -6.667 4.266
C -2.339 0.998 -1.826
C 2.803 -4.059 3.514
H 0.726 1.519 4.255
C 2.686 2.343 4.169
C -1.720 -0.610 5.586
C -0.579 -0.684 4.808
H -5.243 2.688 -1.498
H -4.093 -0.508 3.160
C 4.307 1.140 2.852
C -1.967 -0.598 2.825
H 2.506 -1.526 0.412
C -0.707 -0.647 3.416
H 0.370 -5.602 1.728
C -4.198 -0.394 5.875
H 0.091 2.545 1.106
C 0.950 -4.793 2.152
C 1.332 -2.442 2.514
P 0.739 -0.761 2.370
C 0.906 0.220 -1.916
Tc -0.090 0.123 0.184
N -0.459 1.799 1.542
H -1.639 -0.622 6.666
H 2.451 3.152 4.849
C -3.110 -0.539 3.609
C 1.709 1.430 3.804
H -1.983 3.125 3.437
C -3.811 3.350 2.289
H 0.356 -2.756 -0.544
C -2.490 1.903 0.317
H -0.338 -3.268 1.409
F 1.432 -7.325 3.143
H -0.118 1.751 2.499
H 3.619 -0.601 1.853
H -5.407 3.558 0.891
H 0.392 -0.771 5.281
C 2.495 -6.518 3.125
F 4.819 3.756 5.229
H 3.014 -1.951 3.787
H 2.791 0.814 -0.885
C 3.332 0.231 2.479
H -3.901 1.456 -3.198
C -2.975 -0.524 4.987
C 5.017 3.260 4.010
C -3.757 2.440 0.051
C -2.487 2.897 2.504
C 3.977 2.204 3.680
C -4.278 2.263 -1.243
F 3.288 -6.892 2.114
C 0.654 -1.748 -0.774
C -4.418 3.158 1.081
F -4.446 -1.548 6.492
H -4.321 3.888 3.076
C -1.855 2.207 1.514
H 0.760 1.011 -2.641
C 0.577 -3.478 1.952
*
```

The value obtained for the energy above the lowest of the compared OMol25 structures with the same formula, charge and spin is 0.0 kcal/mol. The calculation puts the LUMO energy (spin up / spin down) at -0.434 / -0.431 Ha. Its orbital gap (spin up / spin down) is 6.013 / 6.102 eV.

=====

2.
ORCA calculation (the ωB97M-V functional and the def2-TZVPD basis) on 2 unconnected molecules or ions with the total composition C2H2N2OS2 at a distorted geometry.

The geometry in ORCA input format:
```
! RIJCOSX wB97M-V def2-TZVPD def2/J DEFGRID3
* xyz 0 1
S 0.602 2.114 -1.390
S 1.923 -1.488 0.709
C 0.081 1.114 -0.357
H -2.015 -0.494 1.273
C 1.426 -1.326 -0.724
H -0.394 0.936 1.428
N -0.814 0.736 0.463
N -1.736 -0.212 0.347
O 0.925 -1.381 -1.750
*
```

The value obtained for the energy above the lowest of the compared OMol25 structures with the same formula, charge and spin is 69.9 kcal/mol. The calculation puts the LUMO energy (spin up / spin down) at -0.022 / -0.022 Ha. Its orbital gap (spin up / spin down) is 7.021 / 7.009 eV.

=====

3.
ORCA calculation (the ωB97M-V functional and the def2-TZVPD basis) on a molecular structure, C46H49AgAsBrN2O2Sb2.

The geometry in ORCA input format:
```
! RIJCOSX wB97M-V def2-TZVPD def2/J DEFGRID3
* xyz 0 1
H -2.203 -2.465 -3.549
H 0.635 4.832 -4.599
C -0.510 1.740 -2.555
H -2.991 5.126 1.876
C 4.771 3.804 -0.201
C -4.806 -2.873 -3.371
C -4.790 -0.766 -0.188
H -5.657 -0.750 -0.837
Br -1.151 -4.674 -0.616
C -6.273 -3.417 -5.199
O -2.625 2.768 -2.213
C 4.321 0.631 1.022
H -1.616 4.778 -3.591
H 2.040 -4.886 1.144
C -1.867 -2.650 -2.526
H 4.567 1.433 1.709
C -4.106 0.411 0.085
H -6.236 -5.464 -5.843
H 0.466 -5.327 1.835
C 3.766 -1.421 -0.753
C 3.700 3.771 0.692
H -6.113 -1.467 -4.316
N -1.176 -1.784 -1.902
H -3.471 -5.634 -1.946
C 1.167 2.871 -3.895
H 2.075 -0.243 -1.342
C -4.341 -4.188 -3.331
N -0.803 -0.652 -2.554
C -3.530 3.114 2.415
H -2.922 -2.906 1.647
H 1.865 -5.096 2.903
H -4.443 1.335 -0.372
H -1.747 -0.814 2.172
H -1.328 -0.509 -3.417
H 6.688 4.631 -0.688
Ag 0.068 -1.571 0.258
H -1.467 0.844 3.461
C -3.262 -1.975 1.209
H 2.939 4.617 2.521
H -0.846 2.469 3.658
O -0.098 0.441 -0.575
C 4.879 -1.509 0.070
C 4.845 5.440 2.028
C 0.570 1.129 2.717
C 3.753 4.607 1.805
C -5.510 4.328 3.984
H 4.763 3.164 -1.078
As 0.930 -2.862 2.166
C 5.865 4.630 0.016
C 1.375 -4.747 1.995
C -5.761 -2.491 -4.301
H -4.439 -2.154 -2.649
H -4.545 -6.145 -4.185
H 2.426 -1.128 3.204
H -4.724 6.187 3.259
C 5.153 -0.479 0.963
H 0.939 0.613 3.612
H 0.244 -3.466 4.531
Sb -1.937 2.273 1.222
C -2.593 -0.788 1.492
H 3.545 -2.214 -1.457
C 1.536 2.269 2.367
C -0.891 0.566 -1.671
H 5.531 -2.372 0.016
C -4.362 -1.967 0.365
H -6.276 4.795 4.590
C 0.319 3.962 -4.038
C -4.414 2.345 3.171
C -5.396 2.944 3.949
H -6.073 2.329 4.529
H 4.865 6.079 2.903
H 2.808 -2.743 3.862
C 2.940 -0.302 -0.695
C -4.640 5.108 3.238
Sb 1.977 2.527 0.253
C -0.856 1.611 2.981
C 2.561 -2.181 2.962
C -2.276 -3.933 -1.956
C -5.834 -4.733 -5.153
C 3.203 0.741 0.193
H -7.018 -3.118 -5.924
H -4.887 -2.888 0.140
C 5.905 5.451 1.135
C -0.228 -2.902 3.727
H 1.152 3.215 2.757
C -3.334 -4.640 -2.356
H -1.951 0.663 -1.399
H 0.554 0.391 1.909
C -4.883 -5.117 -4.222
H 3.369 -2.258 2.236
H 6.021 -0.535 1.609
C -0.943 3.935 -3.470
H -4.343 1.263 3.149
C -3.661 4.501 2.459
H -0.404 -1.878 4.058
H 6.757 6.096 1.308
H 2.151 2.881 -4.344
C -1.361 2.822 -2.746
H 2.513 2.113 2.826
C -2.992 0.420 0.927
H 1.401 0.930 -3.020
H -3.048 3.624 -2.332
H -1.185 -3.355 3.473
C 0.744 1.780 -3.155
*
```

The value obtained for the energy above the lowest of the compared OMol25 structures with the same formula, charge and spin is 0.7 kcal/mol. The calculation puts the LUMO energy at 0.002 Ha. Its orbital gap is 7.583 eV.

=====

4.
ORCA calculation (the ωB97M-V functional and the def2-TZVPD basis) on 3 unconnected molecules or ions with the total composition C5H14O3 at a distorted geometry.

The geometry in ORCA input format:
```
! RIJCOSX wB97M-V def2-TZVPD def2/J DEFGRID3
* xyz 0 1
H -0.411 -0.406 -2.722
O 2.768 0.946 -1.524
C 0.705 -0.160 -0.927
H -1.000 2.772 2.126
H 1.048 -1.137 -0.578
C -0.633 -0.280 -1.664
O -0.604 1.930 1.887
H -2.441 -0.166 0.541
H 0.720 0.434 -0.016
H 0.866 -1.146 3.450
H -1.348 -2.304 -1.359
H -2.580 -1.178 -1.619
C -1.624 -1.273 -1.110
C 1.814 0.297 -1.856
H -1.077 0.724 -1.717
H -2.505 -1.741 0.980
H -0.118 2.151 1.083
H -0.983 -0.869 0.958
H 1.716 -0.093 -2.884
C -1.868 -1.094 0.371
H 0.411 0.154 2.846
O 0.092 -0.572 3.399
*
```

The value obtained for the energy above the lowest of the compared OMol25 structures with the same formula, charge and spin is 6.1 kcal/mol. As for the structure (SMILES): CCCCC=O.O.O. The calculation puts the LUMO energy at 0.019 Ha. Its orbital gap is 10.473 eV.